(1)
Molecular formula: C18H42AlF4N5O21PS4
Method: DFT, the ωB97M-V functional and the def2-TZVPD basis

Structure (XYZ):
```
96
Properties=species:S:1:pos:R:3
Al -2.745 5.554 -0.144
N -0.973 8.961 -1.564
S -1.197 10.402 -1.240
O -1.781 11.306 -2.188
O -0.419 10.989 -0.161
F -2.584 10.131 -0.365
S 0.134 9.399 -2.803
O 1.423 9.935 -2.308
O -0.367 9.879 -4.076
F 0.438 7.768 -3.116
N 0.486 2.900 -0.461
S 1.551 2.479 -1.485
O 1.532 1.159 -2.075
O 2.843 3.156 -1.478
F 0.785 3.247 -2.688
S 1.220 1.876 0.801
O 2.637 1.728 0.877
O 0.408 0.767 1.248
F 0.972 2.886 2.034
O -3.502 -4.042 -0.201
P -3.314 -5.094 -1.227
N -1.912 -4.830 -2.120
C -1.520 -3.494 -2.427
C -1.379 -5.863 -3.074
N -4.505 -5.154 -2.393
C -4.825 -6.438 -2.992
C -4.745 -4.015 -3.387
N -3.065 -6.808 -0.674
C -4.131 -7.235 0.227
C -1.762 -7.330 -0.334
H -0.717 -3.494 -3.164
H -1.057 -3.025 -1.559
H -2.271 -2.748 -2.691
H -0.290 -5.886 -3.053
H -1.656 -5.485 -4.058
H -1.547 -6.908 -2.812
H -5.120 -6.272 -4.028
H -3.896 -7.007 -3.002
H -5.551 -7.102 -2.523
H -5.800 -3.886 -3.631
H -4.446 -3.099 -2.878
H -4.025 -4.067 -4.204
H -5.023 -6.608 0.249
H -4.407 -8.266 0.009
H -3.770 -7.313 1.253
H -0.981 -6.804 -0.884
H -1.738 -8.363 -0.682
H -1.640 -7.276 0.748
C 0.644 6.996 5.164
O 1.702 7.404 4.331
C 1.631 7.031 3.054
O 0.659 6.687 2.370
O 2.865 7.280 2.541
C 3.138 7.026 1.192
H 0.916 5.948 5.291
H -0.312 7.053 4.643
H 0.793 7.656 6.018
H 2.859 7.843 0.527
H 2.673 6.094 0.871
H 4.175 6.920 0.876
C 2.766 -5.821 1.639
O 1.894 -4.725 1.997
C 0.995 -4.729 3.114
O 0.269 -3.709 3.317
O 0.945 -5.862 3.756
C 0.014 -5.990 4.859
H 3.329 -5.948 2.564
H 3.384 -5.551 0.783
H 2.180 -6.717 1.430
H -1.040 -5.776 4.680
H 0.298 -5.438 5.755
H 0.015 -7.054 5.096
C 2.991 2.298 7.407
O 1.867 1.853 6.614
C 1.242 0.612 6.801
O 0.387 0.181 6.104
O 1.620 0.017 7.955
C 1.003 -1.197 8.393
H 3.694 1.465 7.419
H 2.721 2.483 8.447
H 3.510 3.125 6.922
H 1.749 -1.789 8.924
H 0.562 -1.829 7.622
H 0.177 -0.886 9.032
C 0.136 1.133 -8.359
O 0.855 2.214 -7.777
C 2.206 2.302 -7.823
O 2.878 1.733 -8.703
O 2.671 3.065 -6.756
C 4.070 3.288 -6.496
H -0.290 0.432 -7.641
H 0.715 0.554 -9.078
H -0.683 1.577 -8.925
H 4.453 4.232 -6.883
H 4.689 2.509 -6.941
H 4.224 3.394 -5.422
```

The calculation puts the HOMO-LUMO gap at 1.15 eV. As for the net charge: +1. The calculation puts the HOMO energy at -11.089 eV.

(2)
Molecular formula: C3H4N2O
Method: DFT, the ωB97M-V functional and the def2-TZVPD basis

Structure (XYZ):
```
10
Properties=species:S:1:pos:R:3
H -1.932 1.466 -1.885
N -1.298 0.669 -1.935
C -0.799 0.406 -0.810
O 0.016 -0.687 -0.679
C 1.017 -0.679 0.322
C 0.548 -0.376 1.696
N 0.181 -0.096 2.756
H -0.997 0.943 0.126
H 1.810 0.036 0.071
H 1.455 -1.682 0.336
```

The SMILES is [H]/N=C/OCC#N. The calculation puts the HOMO-LUMO gap at 11.56 eV. As for the net charge: 0. The calculation puts the HOMO energy at -10.880 eV.

(3)
Molecular formula: C4H7N3O
Method: DFT, the ωB97M-V functional and the def2-TZVPD basis

Structure (XYZ):
```
15
Properties=species:S:1:pos:R:3
C 2.488 -0.386 -0.872
C 1.293 0.391 -0.866
N 0.189 0.180 -0.049
N -0.311 -1.093 0.228
C -0.763 -1.384 1.392
C -0.726 1.224 -0.088
N -1.963 0.839 0.201
O -0.337 2.226 -0.773
H 3.360 -0.062 -1.514
H 2.282 -1.200 -0.255
H 1.134 1.430 -1.265
H -1.013 -2.516 1.348
H -0.988 -0.730 2.357
H -2.084 -0.294 0.601
H -2.559 1.373 -0.444
```

The SMILES is C=CN(N=C)C(N)=O. The calculation puts the HOMO-LUMO gap at 8.45 eV. As for the net charge: 0. The calculation puts the HOMO energy at -8.397 eV.

(4)
Molecular formula: CH2BrF2P
Method: DFT, the ωB97M-V functional and the def2-TZVPD basis

Structure (XYZ):
```
7
Properties=species:S:1:pos:R:3
C -0.318 -0.603 -0.423
F -1.021 -1.767 -0.068
F -1.154 0.434 -0.472
P 0.859 0.063 1.030
Br 1.858 1.521 -0.298
H 0.234 -0.829 -1.413
H -0.459 1.181 1.643
```

The calculation puts the HOMO-LUMO gap at 9.77 eV. As for the net charge: 0. The calculation puts the HOMO energy at -9.687 eV.